[1]
Here is a cluster of 13 separate species, C50H138N12O13 in total in a non-equilibrium geometry from the Open Molecules 2025 dataset. Energies are from ωB97M-V/def2-TZVPD.

The geometry in XYZ format:
```
213
Properties=species:S:1:pos:R:3:lowdin_charge:R:1
C -0.216 0.166 6.223 -0.06
C 0.699 0.709 7.315 -0.43
C 2.159 0.931 6.931 -0.20
O 2.897 1.404 8.052 -0.20
C 4.265 1.640 7.835 -0.11
N 0.077 1.924 7.868 0.02
H -1.229 0.214 6.634 0.08
H 0.085 -0.830 5.889 0.08
H -0.089 0.772 5.359 0.04
H 0.653 -0.011 8.157 0.14
H 2.202 1.674 6.148 0.12
H 2.528 -0.025 6.592 0.11
H 4.379 2.586 7.247 0.09
H 4.737 0.797 7.380 0.06
H 4.708 1.894 8.838 0.10
H 0.050 2.653 7.133 0.08
H 0.692 2.336 8.622 0.09
C 2.630 7.219 0.962 -0.09
C 2.806 5.788 1.286 -0.44
C 1.486 5.081 1.555 -0.18
O 1.808 3.761 2.017 -0.21
C 0.656 3.063 2.426 -0.10
N 3.519 5.105 0.193 0.06
H 2.158 7.394 -0.011 0.08
H 3.608 7.724 0.878 0.09
H 2.110 7.809 1.685 0.07
H 3.445 5.831 2.208 0.15
H 1.027 4.969 0.576 0.11
H 0.788 5.573 2.292 0.15
H -0.111 2.993 1.691 0.05
H 0.311 3.500 3.406 0.11
H 1.002 2.079 2.754 0.07
H 2.847 4.917 -0.544 0.04
H 3.768 4.171 0.481 0.03
C 3.875 1.132 1.634 -0.05
C 4.109 1.326 3.156 -0.44
C 4.844 0.239 3.826 -0.17
O 3.985 -0.957 3.870 -0.22
C 4.262 -1.914 4.822 -0.14
N 4.867 2.579 3.256 0.07
H 4.821 1.164 1.093 0.08
H 3.353 2.022 1.225 0.05
H 3.268 0.243 1.301 0.08
H 3.094 1.399 3.587 0.12
H 5.070 0.486 4.937 0.13
H 5.799 0.030 3.252 0.15
H 4.316 -1.400 5.842 0.09
H 5.137 -2.479 4.588 0.08
H 3.315 -2.492 4.812 0.08
H 4.580 3.257 2.613 0.03
H 5.002 2.980 4.152 0.06
C 5.786 -1.870 -4.276 -0.06
C 5.290 -2.570 -3.022 -0.42
C 3.884 -2.067 -2.650 -0.21
O 3.921 -0.714 -2.238 -0.17
C 2.751 -0.398 -1.523 -0.12
N 5.234 -4.019 -3.266 0.04
H 5.647 -0.787 -4.142 0.08
H 5.306 -2.154 -5.195 0.07
H 6.824 -2.072 -4.407 0.06
H 5.973 -2.304 -2.200 0.14
H 3.557 -2.749 -1.921 0.09
H 3.308 -2.225 -3.523 0.10
H 1.806 -0.598 -2.071 0.07
H 2.758 0.741 -1.397 0.07
H 2.693 -0.927 -0.541 0.08
H 4.912 -4.513 -2.408 0.09
H 6.098 -4.434 -3.498 0.05
C 4.662 2.696 -1.812 -0.08
C 3.975 3.273 -2.966 -0.44
C 2.822 2.402 -3.530 -0.15
O 2.059 3.188 -4.448 -0.20
C 0.837 3.728 -4.069 -0.14
N 3.413 4.588 -2.696 0.05
H 5.012 1.704 -2.120 0.08
H 3.900 2.514 -1.022 0.06
H 5.603 3.178 -1.484 0.10
H 4.710 3.304 -3.763 0.13
H 2.177 2.057 -2.701 0.10
H 3.193 1.576 -4.125 0.13
H 0.952 4.643 -3.454 0.07
H 0.287 3.025 -3.407 0.06
H 0.239 3.948 -4.949 0.09
H 3.265 5.003 -3.574 0.06
H 4.024 5.237 -2.190 0.08
C -5.183 -3.767 -2.265 -0.04
C -3.764 -4.152 -1.887 -0.46
C -3.396 -5.497 -2.363 -0.30
O -4.214 -6.443 -1.827 -0.19
C -3.941 -7.757 -2.285 -0.08
N -2.671 -3.290 -2.266 0.05
H -5.416 -4.118 -3.255 0.07
H -5.319 -2.654 -2.365 0.08
H -5.857 -4.180 -1.519 0.07
H -3.682 -4.191 -0.745 0.16
H -2.344 -5.719 -2.030 0.11
H -3.373 -5.580 -3.508 0.15
H -3.987 -7.644 -3.408 0.10
H -4.730 -8.433 -1.975 0.08
H -2.965 -8.054 -1.877 0.09
H -2.568 -3.238 -3.289 0.06
H -2.785 -2.359 -1.889 0.04
C 0.771 -6.078 -1.838 -0.04
C 1.081 -4.855 -2.653 -0.43
C 0.564 -5.073 -4.039 -0.23
O 0.826 -4.014 -4.919 -0.23
C 2.109 -4.073 -5.578 -0.05
N 0.478 -3.646 -2.027 0.07
H 1.360 -6.941 -2.189 0.10
H -0.281 -6.273 -1.831 0.06
H 1.202 -5.865 -0.838 0.07
H 2.178 -4.748 -2.647 0.13
H -0.524 -5.258 -4.078 0.13
H 0.985 -6.024 -4.388 0.13
H 2.909 -4.047 -4.794 0.08
H 2.213 -3.271 -6.284 0.08
H 2.089 -4.986 -6.122 0.07
H -0.535 -3.699 -2.023 0.02
H 0.655 -2.881 -2.740 0.07
C -3.215 3.925 -0.058 -0.05
C -1.956 4.780 -0.349 -0.41
C -1.805 4.961 -1.828 -0.22
O -3.004 5.461 -2.429 -0.18
C -2.778 5.791 -3.796 -0.11
N -2.011 6.030 0.448 0.07
H -3.326 3.727 0.976 0.06
H -3.141 2.975 -0.613 0.06
H -4.111 4.472 -0.395 0.08
H -1.014 4.265 -0.115 0.10
H -1.513 3.984 -2.252 0.11
H -0.993 5.619 -2.007 0.11
H -3.734 6.071 -4.226 0.09
H -2.339 4.971 -4.421 0.07
H -2.170 6.680 -3.899 0.08
H -1.138 6.506 0.510 0.05
H -2.732 6.618 0.112 0.06
C 0.084 -0.237 -4.853 -0.02
C -1.294 -0.764 -4.415 -0.43
C -2.393 0.261 -4.765 -0.20
O -2.180 1.477 -4.103 -0.20
C -3.122 2.435 -4.434 -0.11
N -1.590 -2.094 -4.908 0.05
H 0.197 0.804 -4.486 0.07
H 0.082 -0.391 -5.921 0.08
H 0.876 -0.817 -4.337 0.07
H -1.263 -0.892 -3.350 0.10
H -3.399 -0.103 -4.517 0.13
H -2.337 0.321 -5.838 0.12
H -2.813 2.988 -5.339 0.10
H -3.252 3.091 -3.606 0.06
H -4.103 1.965 -4.611 0.10
H -0.939 -2.685 -4.467 0.01
H -1.410 -2.204 -5.916 0.10
C -6.682 -1.860 1.656 -0.07
C -5.833 -0.759 1.215 -0.45
C -6.523 0.069 0.144 -0.25
O -5.721 1.123 -0.196 -0.18
C -6.280 1.990 -1.139 -0.09
N -5.473 0.074 2.390 0.06
H -7.100 -2.426 0.838 0.08
H -7.578 -1.413 2.119 0.09
H -6.209 -2.578 2.345 0.10
H -4.844 -0.967 0.778 0.13
H -7.517 0.358 0.521 0.14
H -6.638 -0.573 -0.724 0.13
H -6.002 1.761 -2.160 0.08
H -5.966 3.007 -0.993 0.07
H -7.348 2.007 -1.141 0.08
H -5.107 0.944 2.007 0.07
H -6.283 0.205 2.965 0.07
C 2.153 -4.657 2.899 -0.03
C 1.521 -4.521 1.459 -0.43
C 0.019 -4.564 1.493 -0.20
O -0.329 -5.896 1.943 -0.20
C -1.763 -6.048 1.921 -0.09
N 2.068 -3.357 0.782 0.05
H 1.733 -5.412 3.543 0.07
H 2.170 -3.706 3.385 0.03
H 3.210 -4.861 2.815 0.07
H 1.894 -5.407 0.955 0.11
H -0.436 -4.437 0.496 0.11
H -0.408 -3.885 2.164 0.09
H -2.197 -5.988 0.923 0.07
H -2.172 -5.272 2.532 0.07
H -1.954 -7.054 2.354 0.10
H 1.522 -3.253 -0.075 0.02
H 1.895 -2.507 1.405 0.09
C -0.614 1.563 -0.536 -0.03
C -1.130 0.080 -0.509 -0.35
C -1.262 -0.400 0.895 -0.24
O -0.039 -0.410 1.579 -0.18
C -0.204 -0.703 2.929 -0.12
N -2.520 -0.097 -1.121 0.07
H -0.481 1.888 -1.570 0.06
H 0.355 1.630 -0.020 0.07
H -1.307 2.270 -0.023 0.05
H -0.390 -0.592 -0.973 0.12
H -1.673 -1.404 0.903 0.13
H -1.945 0.320 1.354 0.13
H 0.760 -0.605 3.351 0.07
H -0.601 -1.746 3.053 0.10
H -0.972 -0.110 3.440 0.08
H -3.277 0.390 -0.582 0.07
H -2.505 0.451 -1.989 0.04
C -3.168 2.970 5.891 -0.10
C -3.131 2.123 4.667 -0.35
O -3.487 0.789 5.052 -0.10
H -4.182 3.117 6.359 0.09
H -2.711 3.957 5.673 0.08
H -2.628 2.421 6.688 0.07
H -2.082 2.171 4.281 0.09
H -3.756 2.386 3.781 0.11
H -3.940 0.393 4.297 0.04
```

Computed properties:
- Lowest unoccupied orbital energy: 0.5539 eV
- Frontier orbital gap: 9.3 eV

[2]
Here is a cluster of 2 separate species, C2H8S2 in total from the Open Molecules 2025 dataset. Energies are from ωB97M-V/def2-TZVPD.

The geometry in XYZ format:
```
12
Properties=species:S:1:pos:R:3:lowdin_charge:R:1
S -2.188 -1.014 2.866 0.50
H -1.273 -0.114 2.484 -0.25
H -2.484 -0.300 3.959 -0.20
C -0.577 0.445 -0.419 -0.33
S 0.165 -0.520 -1.687 1.16
C 1.898 -0.132 -1.683 -0.29
H -1.139 1.258 -0.887 0.09
H 0.144 0.886 0.276 0.07
H -1.269 -0.190 0.143 0.03
H 2.402 -1.044 -1.325 0.08
H 2.193 0.041 -2.718 0.07
H 2.129 0.684 -1.009 0.07
```

Computed properties:
- Lowest unoccupied orbital energy (alpha / beta): -3.3779 / -8.5089 eV
- 2S+1: 2
- Frontier orbital gap (alpha / beta): 9.4 / 4.3 eV
- Charge: +1

[3]
Here is a structure of composition C18H21FN3OS2Ti from the Open Molecules 2025 dataset. Energies are from ωB97M-V/def2-TZVPD.

The geometry in XYZ format:
```
47
Properties=species:S:1:pos:R:3:lowdin_charge:R:1
Ti -0.363 0.071 -0.010 0.89
C 4.034 2.903 -1.208 -0.47
S 3.985 1.303 -0.384 0.80
C 2.367 0.725 -0.818 -1.10
S 1.071 1.850 -1.168 0.57
N 2.264 -0.565 -0.782 -0.07
N 0.937 -0.960 -0.915 -0.27
C 0.594 -1.759 -1.997 -0.14
C -0.697 -1.561 -2.421 -0.30
C -1.346 -2.291 -3.480 -0.06
C -2.622 -2.005 -3.837 -0.12
C -3.340 -0.981 -3.152 -0.12
C -2.688 -0.326 -2.147 -0.18
N -1.418 -0.557 -1.772 -0.05
H 5.015 3.323 -0.989 0.02
H 3.261 3.562 -0.821 0.00
H 3.920 2.798 -2.284 0.03
H 1.341 -2.335 -2.525 0.10
H -0.785 -3.076 -3.974 0.10
H -3.100 -2.562 -4.634 0.09
H -4.364 -0.740 -3.398 0.08
H -3.202 0.442 -1.574 0.11
C -2.277 -1.355 3.202 -0.03
C -1.930 -1.837 1.794 -0.70
C -3.095 -2.600 1.165 -0.04
C -0.681 -2.718 1.824 -0.04
O -1.673 -0.701 1.009 -0.30
H -2.505 -2.198 3.860 0.08
H -3.144 -0.694 3.165 0.08
H -1.440 -0.795 3.619 0.08
H -3.349 -3.484 1.753 0.08
H -2.831 -2.911 0.153 0.08
H -3.974 -1.957 1.102 0.08
H -0.847 -3.602 2.446 0.08
H 0.165 -2.161 2.235 0.08
H -0.420 -3.044 0.815 0.08
F 0.247 2.940 5.491 0.01
C 0.273 2.332 4.267 -0.30
C 1.211 1.350 4.030 -0.04
C 1.217 0.719 2.786 -0.12
C 0.321 1.062 1.774 -0.27
C -0.574 2.093 2.073 -0.16
C -0.639 2.725 3.307 -0.03
H 1.913 1.082 4.810 0.11
H 1.951 -0.066 2.618 0.10
H -1.287 2.426 1.313 0.09
H -1.356 3.507 3.525 0.11
```

Computed properties:
- Lowest unoccupied orbital energy (alpha / beta): 2.8364 / 2.8397 eV
- Frontier orbital gap (alpha / beta): 5.8 / 5.8 eV
- Charge: -1

[4]
Here is a cluster of 2 separate species, C3H10OS in total in a non-equilibrium geometry from the Open Molecules 2025 dataset. Energies are from ωB97M-V/def2-TZVPD.

The geometry in XYZ format:
```
15
Properties=species:S:1:pos:R:3:lowdin_charge:R:1
C 0.568 2.872 0.122 -0.41
S -0.759 1.854 0.854 0.70
C -1.272 0.973 -0.636 -0.45
H 1.368 2.155 -0.023 0.02
H 0.181 3.328 -0.778 0.03
H 0.954 3.511 0.902 0.02
H -1.861 0.105 -0.373 0.02
H -0.420 0.562 -1.190 0.04
H -1.787 1.679 -1.287 0.03
C 0.543 -2.569 0.623 -0.16
O 0.703 -3.520 -0.427 -0.12
H 1.458 -1.975 0.508 0.08
H 0.663 -2.964 1.620 0.07
H -0.291 -1.893 0.459 0.06
H -0.050 -4.118 -0.373 0.07
```

Computed properties:
- SMILES: CSC.CO
- Lowest unoccupied orbital energy: 0.8741 eV
- Frontier orbital gap: 9.4 eV

[5]
Here is a structure of composition CHBr2Cl2P in a non-equilibrium geometry from the Open Molecules 2025 dataset. Energies are from ωB97M-V/def2-TZVPD.

The geometry in XYZ format:
```
7
Properties=species:S:1:pos:R:3:lowdin_charge:R:1
C -0.010 -1.238 -0.171 -1.66
P -0.141 -1.896 1.615 -0.01
Cl -1.844 -1.032 2.176 0.17
Cl 1.048 -0.492 2.361 0.21
Br -1.594 -1.491 -1.159 0.59
Br 1.470 -2.118 -0.883 0.60
H 0.292 0.062 0.250 0.10
```

Computed properties:
- Lowest unoccupied orbital energy: 0.4097 eV
- Frontier orbital gap: 10.2 eV

Number 1: molecular weight 1115.73 Da. Number 2: molecular weight 96.22 Da. Number 3: molecular weight 426.39 Da. Number 4: molecular weight 94.18 Da. Number 5: molecular weight 274.71 Da.